No. 1
Molecular formula: C19H51FNO19P4S
Method: DFT, wB97M-V/def2-TZVPD

```
96
Properties=species:S:1:pos:R:3:forces:R:3:mulliken_charge:R:1
C 0.70243 -1.12057 -1.86561 0.15 0.65 0.52 -0.915
O 1.06675 -4.27056 0.84651 -0.08 0.43 0.18 -0.631
O -1.12725 3.41317 5.96837 -0.10 0.29 0.09 -0.289
O 0.03550 4.20463 -0.08108 -0.93 1.76 4.14 -0.543
H 1.44891 2.77478 7.70459 -0.05 -0.04 0.02 0.260
O -0.42881 3.59710 -2.29102 -2.90 -0.45 -4.63 -0.478
H 1.46521 5.29818 -9.46528 -0.04 -0.02 -0.06 0.265
H 2.69527 3.04487 -2.77480 -0.04 1.20 0.64 0.886
H 3.35887 -6.87800 -1.33029 -0.06 -0.02 0.06 0.319
C -5.36672 -4.59968 4.71170 -0.13 -0.02 -0.01 -0.600
H 0.65621 -8.11969 0.11278 0.04 0.01 0.04 0.257
C -3.02976 5.19881 -7.62560 -0.05 0.13 0.01 -0.732
O -2.60081 -4.19078 5.36199 0.21 -0.20 -0.25 -0.293
H -0.51177 -6.86503 0.61345 -0.01 0.04 -0.01 0.299
C -0.97890 3.71056 -5.35910 -0.03 0.05 -0.35 0.164
H 4.73876 -5.77110 -1.34474 0.02 0.06 0.06 0.264
O -0.26291 3.39407 -6.56026 0.17 0.10 0.38 -0.055
C 0.88574 0.16345 -2.64999 0.87 -1.11 0.10 -0.426
H 1.83893 -7.66888 2.69095 0.05 -0.04 -0.05 0.293
H -0.72256 -4.32815 4.58408 0.07 -0.17 0.00 0.211
O 0.32541 3.45070 3.91422 -0.18 0.16 -0.31 -0.358
H -0.96567 -2.91736 5.62327 0.01 0.00 0.02 0.299
H -4.71640 -4.24865 3.91414 0.06 0.05 0.02 0.292
O 2.98680 -4.90384 -0.69715 0.15 0.05 -0.36 -0.404
H 2.19839 4.03467 -8.45792 -0.01 -0.06 0.00 0.249
H -1.26313 3.05923 2.59896 0.03 -0.07 0.00 0.351
H 3.88578 -0.14414 -3.56462 0.50 -1.11 -0.16 0.365
N 3.13544 0.73543 -1.80926 0.57 0.37 -0.58 0.056
C 2.08986 2.24463 -3.13121 1.63 -1.42 -1.48 -1.549
C 1.94446 -6.59892 2.53296 0.11 -0.13 0.08 -0.645
H -5.33690 -5.68599 4.74736 0.03 -0.02 0.04 0.253
C 0.07161 -7.26244 -0.21715 0.01 0.01 -0.01 -0.639
H 0.35399 3.10378 1.88825 0.20 -0.14 -0.09 -0.077
C 3.67308 -5.85913 -1.53449 0.13 0.05 -0.01 -0.657
H -3.49244 4.26195 -7.32585 0.04 -0.09 -0.07 0.360
O 2.47508 -6.39230 1.20876 -0.09 -0.01 0.20 -0.315
S 0.48259 3.70705 -1.28074 2.67 -0.69 1.00 0.929
H -2.63056 3.98911 4.63210 -0.02 -0.04 0.01 0.292
H -3.84043 -0.05808 5.88733 -0.06 -0.02 0.04 0.380
H 0.97863 -6.12159 2.65452 -0.09 0.14 -0.03 0.250
C 1.73998 1.24537 -2.05264 -0.25 1.68 0.02 1.836
H 0.72059 -2.13161 -0.05000 -0.09 -0.75 0.45 0.412
O -4.97437 -4.08689 5.99370 -0.12 -0.25 -0.18 -0.358
H 2.67798 2.87189 6.42839 0.01 -0.07 -0.05 0.259
H -2.61513 -0.45400 4.67072 -0.02 -0.01 -0.06 0.265
H -0.33501 -1.33168 -1.90906 -1.15 -0.24 -0.24 0.486
H 1.31909 4.00750 6.43878 -0.06 0.02 -0.06 0.293
F -0.27847 0.75582 -2.96825 -1.46 0.62 -0.01 -0.367
H 3.46569 -5.62282 -2.57466 -0.06 0.03 -0.02 0.259
H -1.66264 -2.95790 3.98095 -0.02 0.06 0.01 0.236
O -3.82366 -2.02388 5.24153 0.07 0.27 0.01 -0.291
P 1.79779 -5.36262 0.21594 0.01 -0.40 0.11 1.067
C -3.12094 -0.80555 5.56327 -0.01 0.15 -0.17 -0.786
H 2.15065 -1.23343 -0.22620 0.84 -0.07 0.10 0.430
H -1.98821 3.29840 -5.37808 -0.01 -0.04 0.01 0.318
H 1.10574 5.23034 -7.73372 -0.08 0.00 0.03 0.283
H -6.38303 -4.27161 4.51154 -0.04 0.04 0.06 0.262
P -0.32230 2.47185 4.98583 0.19 0.34 0.35 0.972
C -2.00787 4.40620 5.42414 0.00 -0.02 0.02 -0.604
C -1.42288 -3.55159 4.86282 -0.06 0.03 0.03 -0.504
P -3.63682 -3.29404 6.17006 -0.15 -0.07 -0.52 0.975
O -1.62369 5.03799 -7.89301 -0.16 0.02 0.22 -0.331
O 0.21480 3.75653 -8.93970 0.36 0.05 0.04 -0.378
C -0.29557 3.55745 2.61639 -0.10 0.06 0.50 -0.399
O 2.98825 1.51956 -3.98569 -0.56 0.64 -0.27 -0.413
O 0.94380 -6.25875 -0.76535 -0.16 -0.23 -0.21 -0.276
H -0.44020 3.27630 -4.53165 0.00 -0.10 0.03 -0.374
H 1.51382 4.49766 -1.63340 0.46 -0.26 -0.28 0.197
H 1.70530 2.07204 -0.04527 0.38 0.28 0.71 0.802
H -0.60113 -7.57363 -1.00837 -0.01 0.05 -0.07 0.286
H 0.18462 1.56741 -0.63831 -1.23 -0.37 0.46 0.448
P -0.99436 3.58170 -7.96337 0.27 0.49 -0.02 0.880
O 0.88821 2.02753 5.86583 0.23 0.06 0.23 -0.379
O -3.27138 -3.01186 7.53985 0.21 0.23 0.86 -0.701
H 1.34002 -0.10657 -3.57903 0.39 -0.14 -0.87 0.606
H 3.59221 1.38039 -1.16964 0.18 -0.47 0.49 0.484
C 1.07711 2.06080 -0.91151 1.61 -0.76 -0.73 -1.933
H -3.51773 5.56606 -8.52386 0.01 -0.01 -0.05 0.272
H -3.14211 5.93019 -6.82804 0.07 0.04 0.00 0.266
H -1.42894 5.24607 5.04088 0.03 -0.01 -0.04 0.241
C 1.09649 -1.20119 -0.41410 -0.08 -0.07 -0.07 -1.295
C 1.30572 4.63411 -8.62071 0.06 0.04 -0.12 -0.602
H 3.23569 -0.24685 -1.56659 -0.37 0.04 0.92 0.280
H 4.82510 1.25648 -3.10497 0.67 0.56 0.55 0.423
H 1.17981 -1.91630 -2.38662 0.42 -0.71 -0.54 0.336
H -1.02155 4.79191 -5.22575 -0.05 0.02 -0.01 0.261
C 3.84373 0.84196 -3.17314 -0.71 -0.59 -0.39 -0.488
O -1.08262 1.38285 4.40325 -0.35 -0.64 -0.45 -0.539
H -2.64441 4.75226 6.23099 -0.01 -0.05 0.07 0.286
O -1.91702 2.52794 -8.31774 -0.63 -0.64 -0.17 -0.708
H -0.42741 4.60657 2.37996 0.10 0.11 0.02 0.326
H 0.67965 -0.45164 0.21817 -0.43 0.75 0.40 0.314
H -2.38612 -0.95691 6.34943 -0.05 -0.08 0.09 0.358
C 1.62140 2.98615 6.65339 0.12 -0.05 0.06 -0.627
H 2.64242 -6.19271 3.25956 0.04 0.04 -0.01 0.276
H 1.29125 2.51743 -3.75707 -1.09 0.67 -0.41 -0.029
```
Forces are in eV/Å.

E_LUMO, eV: -3.5
Calculated total energy, a.u.: -4102.341831
Frontier orbital gap, Eh: 0.294
F_max, eV/Å: 5.5
Charge: +1



No. 2
Molecular formula: C4H12
Method: DFT, wB97M-V/def2-TZVPD

```
16
Properties=species:S:1:pos:R:3:forces:R:3:mulliken_charge:R:1
H 2.13554 -1.05632 -1.53985 -0.08 -0.26 -0.15 0.347
H -2.07396 0.38971 1.28142 -0.20 -0.09 -0.08 0.362
H -2.21907 1.47335 -1.14295 -0.66 0.58 0.03 0.232
H -0.72399 2.12129 -0.73149 -0.09 0.81 0.36 0.280
C 1.33772 -0.98036 -0.81217 -1.04 0.96 0.71 -0.732
H 0.49670 -1.63677 -0.93610 0.10 -1.13 -0.68 0.286
H -0.46409 0.14641 0.94234 0.71 1.08 -0.33 0.086
C -1.66121 1.80242 -0.27026 1.55 -1.91 -0.92 -0.838
H 2.43162 -0.29527 0.93584 -0.26 0.10 0.40 0.251
H 2.39650 -2.02924 0.70003 0.23 -0.01 0.08 0.322
C -1.37152 0.46380 0.44215 -1.63 -0.76 1.40 -0.799
H -1.62430 -0.40579 -0.16454 -0.03 0.14 -0.34 0.326
C 1.79338 -1.12264 0.63600 0.66 -0.74 -0.72 -0.914
H 0.95317 -1.34187 1.28501 -0.05 0.55 0.31 0.336
H 0.77776 -0.05182 -0.96268 0.67 0.41 -0.02 0.134
H -2.18426 2.52308 0.33726 0.14 0.27 -0.02 0.322
```
Forces are in eV/Å.

E_LUMO, eV: 1.2
Calculated total energy, a.u.: -159.558242
Relative energy (zero: lowest compared OMol25 entry of this formula, charge and spin), kJ/mol: 70.2
Frontier orbital gap, Eh: 0.464
F_max, eV/Å: 2.6



No. 3
Molecular formula: CH3O3
Method: DFT, wB97M-V/def2-TZVPD

```
7
Properties=species:S:1:pos:R:3:forces:R:3:mulliken_charge:R:1
H -1.97884 -1.12099 0.18829 -0.33 0.11 -0.07 0.316
O -0.77315 0.43291 -0.24196 -0.10 0.11 -0.12 -0.731
H 2.30979 0.86463 -0.49045 -0.10 -0.07 0.06 0.283
O -0.15771 -1.40027 0.91659 0.29 -0.12 0.17 -0.642
H 0.80215 1.08546 -0.65883 -0.17 -0.10 0.17 0.460
C -0.95695 -0.68613 0.29534 0.22 -0.08 -0.06 0.020
O 1.68172 1.47229 -0.88785 0.19 0.13 -0.14 -0.705
```
Forces are in eV/Å.

E_LUMO, eV: 4.6
Calculated total energy, a.u.: -265.696401
Relative energy (zero: lowest compared OMol25 entry of this formula, charge and spin), kJ/mol: 3.7
Frontier orbital gap, Eh: 0.328
F_max, eV/Å: 0.4
Charge: -1



No. 4
Molecular formula: C7H12
Method: DFT, wB97M-V/def2-TZVPD

```
19
Properties=species:S:1:pos:R:3:forces:R:3:mulliken_charge:R:1
H 1.91688 1.32942 -1.53722 -0.09 -0.05 0.14 0.406
H -1.80252 -0.35605 -0.52135 -0.07 -0.14 -0.14 0.185
C 0.80058 -0.34438 1.25948 -0.12 -0.04 0.12 -0.272
H -1.04074 -1.61673 -1.51676 -0.20 0.04 0.02 0.231
H -0.95330 2.20457 -0.81618 0.15 -0.08 0.06 0.405
H 1.45149 2.87026 1.10336 -0.06 0.02 -0.19 0.394
H 1.26933 0.34561 1.96199 -0.07 -0.09 -0.02 0.279
C -0.24827 -1.04209 1.68168 0.15 0.02 -0.02 -0.779
C 1.37744 -0.28169 -0.12541 -0.04 -0.06 0.03 -0.185
C 1.04834 2.29861 0.28192 -0.18 0.08 -0.10 -0.548
C -1.98725 -1.26492 -1.09924 -0.04 0.01 -0.05 -0.989
H -2.39368 -2.03333 -0.43638 0.00 0.12 -0.14 0.290
H 2.44026 -0.56372 -0.10264 -0.15 0.05 0.05 0.316
C 0.05813 2.00487 -0.49517 0.11 0.13 0.14 -0.250
C 1.28501 1.15447 -0.66023 0.20 -0.13 -0.15 -0.419
H -2.69317 -1.06549 -1.90679 0.06 -0.02 0.07 0.313
H -0.63987 -0.90172 2.68561 0.17 -0.14 -0.06 0.243
H 0.88372 -0.98717 -0.80506 0.05 0.14 0.16 0.098
H -0.77239 -1.75052 1.04838 0.13 0.14 0.08 0.279
```
Forces are in eV/Å.

E_LUMO, eV: 1.2
Calculated total energy, a.u.: -273.785775
Relative energy (zero: lowest compared OMol25 entry of this formula, charge and spin), kJ/mol: 322.4
Frontier orbital gap, Eh: 0.392
F_max, eV/Å: 0.3



No. 5
Molecular formula: C6H6O5V
Method: DFT, wB97M-V/def2-TZVPD

```
18
Properties=species:S:1:pos:R:3:forces:R:3:lowdin_spin:R:1
V -0.13155 -0.05511 -1.42579 2.24 0.95 4.40 2.205
C 0.26407 -0.03944 2.83124 -0.48 -0.46 -0.04 0.003
H -0.32443 -1.31559 1.16252 0.15 0.02 0.15 0.002
O 2.79838 -1.08468 -1.37773 -5.84 2.12 -0.20 0.055
H -0.41044 -0.51600 3.49494 -0.49 -0.35 1.20 0.000
O -0.10199 -0.03099 -4.48274 0.08 0.08 5.89 0.157
C -1.55619 -1.25128 -1.34541 -7.42 -5.87 -0.73 0.110
C -0.45572 1.83976 -1.38074 -2.99 9.79 -0.29 0.063
H 1.23528 -0.49303 2.91049 0.38 -0.21 0.08 0.000
C -0.30260 -0.26781 1.47859 0.65 0.68 -0.29 0.010
O 0.70910 0.38652 0.59926 -0.57 0.90 -2.42 0.018
H 0.71578 1.37302 0.69621 0.11 -1.08 0.73 0.002
H 0.32082 1.01016 3.05289 -0.05 0.50 0.19 0.000
C 1.68879 -0.72499 -1.42131 9.28 -4.35 -0.06 0.044
O -2.44970 -2.00359 -1.38084 4.27 3.51 0.40 0.170
O -0.63078 2.99583 -1.37837 1.21 -6.03 0.05 0.081
C -0.10439 -0.02834 -3.31320 -0.37 -0.22 -9.32 0.076
H -1.26442 0.20556 1.27997 -0.17 0.01 0.25 0.003
```
Forces are in eV/Å.

E_LUMO (alpha / beta), eV: -11.9 / -11.7
Calculated total energy, a.u.: -1551.648177
Relative energy (zero: lowest compared OMol25 entry of this formula, charge and spin), kJ/mol: 68.0
Spin multiplicity: 4
<S²>: 3.77
Frontier orbital gap (alpha / beta), Eh: 0.274 / 0.316
F_max, eV/Å: 10.2
Charge: +2



No. 6
Molecular formula: C35H50GeN8OSSeSiV
Method: DFT, wB97M-V/def2-TZVPD

```
99
Properties=species:S:1:pos:R:3:forces:R:3:lowdin_spin:R:1
C -5.16198 1.68095 -5.33919 1.88 -0.23 -0.15 0.000
H -3.02161 6.55136 -5.38929 -0.70 -0.01 0.33 0.000
H 4.97987 0.26341 4.90243 -0.27 0.24 -0.12 0.000
H -5.01313 -1.59957 -0.81570 0.92 -0.72 0.55 0.000
H -3.48169 5.51706 -1.26386 0.00 0.02 -0.07 0.000
H 5.29720 -7.26808 -0.75274 0.01 0.19 -0.14 0.000
H -5.00580 -3.71006 0.74265 -0.58 0.07 -0.29 0.000
Ge -2.73698 4.81533 -3.58937 -0.79 -0.94 0.33 0.000
H 1.50091 -8.35208 0.81392 1.08 0.79 -0.43 0.000
C -3.72363 6.07673 -4.67501 -0.26 0.81 0.22 0.000
H 4.24058 -2.02286 4.90006 -0.13 0.31 -0.82 0.000
H -0.53564 5.66647 -4.22210 0.24 -0.27 -0.22 0.000
C -3.66040 4.62135 -1.86473 -0.57 -0.74 0.31 0.000
H -0.39857 3.68473 0.17684 0.22 0.10 1.23 0.000
H -2.70369 1.92742 1.15085 0.32 -0.30 0.80 0.000
H -4.27287 6.81306 -4.03739 0.92 -0.23 -0.41 0.000
H -0.03387 -1.89206 -0.93806 -0.30 0.40 0.15 0.000
C -2.19913 1.66167 2.11280 -0.16 0.16 -0.72 0.000
C -1.15546 -2.42049 2.75672 1.84 0.05 -0.18 0.003
C -4.18503 -3.02203 0.68246 -0.97 -0.17 0.52 0.002
O -0.66504 -0.92605 0.28379 0.00 0.02 0.74 0.021
C -0.27245 -2.99822 4.74845 -0.77 0.18 -1.67 0.001
H 4.54126 1.16705 -2.10080 0.20 -0.04 -0.19 0.000
N -0.16971 -1.52867 3.00179 -0.52 -0.77 1.77 -0.003
H -2.76993 -0.59714 -1.17036 0.00 0.38 -0.07 0.000
C 3.48386 1.05763 -1.92757 0.03 -1.66 1.55 -0.001
C 3.48817 -7.87800 0.08650 0.83 -1.31 0.71 0.000
C 3.89984 -1.87997 3.85021 -0.02 -1.50 -0.50 0.002
C 1.56919 -6.47516 -0.23228 2.63 0.04 -0.98 0.000
N 1.80753 -4.48702 -1.56045 -1.55 2.35 -1.12 0.000
N 3.03533 2.69821 -3.58419 1.12 -0.66 -0.29 0.002
H 0.96666 -1.18428 4.85978 0.02 -0.37 -0.33 0.000
C -2.04826 -2.41414 1.61865 -0.20 0.11 -0.81 0.003
H -0.05761 3.77160 4.56067 -0.21 -0.46 -0.44 0.000
C 0.28275 -1.84570 4.33628 0.31 0.68 -1.48 0.004
C 2.55996 1.81478 -2.66023 -0.51 0.05 0.69 0.002
H 4.68818 -2.22213 3.15015 -0.17 0.23 0.44 0.001
C -2.51957 3.04970 -4.46531 -0.65 0.64 0.44 0.000
C -0.45665 2.80695 4.18177 1.10 0.52 1.28 -0.001
N 1.77753 0.12778 -0.51464 1.32 -0.56 1.20 -0.002
H -4.58340 1.03862 -6.03645 -0.63 0.32 0.39 0.000
N 0.23900 -2.74850 -1.40872 1.43 -1.01 -0.49 -0.001
H -5.40662 2.60787 -5.83976 0.04 0.30 0.12 0.000
C 2.74736 2.20745 3.11923 -1.03 -0.78 0.82 0.002
H 1.67182 -4.46932 -2.56980 -0.19 0.06 0.35 0.000
H -0.76022 4.74527 1.54616 -0.18 0.81 0.13 0.000
C -0.95555 5.35452 -3.26541 1.59 1.43 0.42 0.000
H -0.15566 -2.97703 -2.31614 0.19 -0.12 0.35 0.000
C 4.15526 0.52282 4.24132 -0.57 0.48 -1.40 0.001
C -2.91164 -1.29863 -0.36742 -0.27 -0.63 0.52 0.001
H 3.74691 -0.51200 -0.36631 0.02 0.40 -0.22 0.000
H -4.77765 4.52960 -2.04085 1.40 -0.12 0.39 0.000
C 1.26880 -3.42149 -0.86968 -0.18 -0.11 -0.30 0.003
H -0.04027 -3.69718 5.49783 0.02 -0.27 1.09 0.000
H 0.55602 -6.20423 -0.16644 -1.20 -0.04 0.54 0.000
V 1.02459 -0.71567 1.44445 -2.40 -0.45 -1.07 1.919
H 2.26502 3.19543 3.11149 0.72 -0.31 -0.24 0.000
H -1.87511 -4.07749 3.73275 0.48 0.12 0.36 0.000
H 2.60774 3.53597 -3.89772 -0.90 0.26 0.01 0.000
H -1.02493 6.34328 -2.74147 0.44 -0.98 0.17 0.000
C 3.79503 1.88129 3.94411 0.28 -0.30 0.94 0.013
H 3.93291 -8.81135 0.41659 -0.05 0.19 0.26 0.000
H -1.95689 0.58565 2.12092 -0.53 0.31 0.16 0.000
H -4.55118 5.60361 -5.18984 0.11 -0.37 -0.44 0.000
N -1.15962 -3.35826 3.72405 -0.68 0.12 0.08 0.002
H 4.35427 -5.36819 -2.00448 -0.74 -0.25 0.67 0.000
C -0.15850 3.90524 1.26531 -1.27 -0.91 -1.57 0.000
H 0.40847 2.09982 -2.89454 0.27 -0.05 0.50 0.000
H 0.18784 2.02628 4.61901 -0.09 0.22 -0.13 0.000
H -0.23696 4.62289 -2.78897 -1.00 0.91 -0.26 0.000
N 0.75115 1.18547 2.11004 -2.14 0.26 -0.96 -0.021
H 0.87617 4.11367 1.31290 1.15 0.51 0.14 0.000
C -3.21794 -3.22006 1.62427 1.64 -0.26 -0.11 0.001
C 2.35572 -5.65058 -1.04985 1.40 -1.27 1.17 0.000
H -3.25423 3.74275 -1.27230 -0.70 0.89 -0.71 0.000
C 0.90798 0.85785 -1.16949 -1.14 1.70 -1.39 0.003
H 4.30750 2.66458 4.51963 -0.14 -0.22 -0.49 0.001
H -2.80959 1.97623 2.97582 -0.10 -0.48 -0.50 0.000
C 1.92905 1.10890 2.64751 2.36 1.04 1.34 0.025
C 3.71442 -5.96522 -1.31942 -0.67 1.33 0.04 0.000
H 4.03922 2.69845 -3.75287 -0.52 -0.08 0.21 0.000
C -1.80813 -1.55670 0.49682 -0.98 0.10 0.80 0.001
C -4.14060 -1.94394 -0.20438 0.65 0.53 -0.80 0.000
Se -3.93901 1.97372 -3.74750 -1.80 -1.14 -0.45 0.000
H -2.61642 3.07693 -5.54262 0.39 -0.08 -0.19 0.000
C 2.18908 -7.62188 0.29759 -4.01 -0.31 0.70 0.000
H 3.07177 -2.57275 3.67492 -0.04 0.02 0.09 0.000
H -1.40988 2.65807 4.65085 -0.65 0.06 0.23 0.000
C 4.25142 -7.00802 -0.62866 1.70 -0.43 -1.20 0.000
H -1.61619 2.58504 -4.08824 0.32 -0.03 -0.48 0.000
C 1.20189 1.62381 -2.30791 0.46 0.10 0.02 0.000
C 3.48949 -0.49176 3.55482 0.14 1.89 1.02 0.008
C 3.08088 0.16465 -0.90311 -0.80 1.26 -1.26 0.003
S 1.93844 -2.91706 0.64725 0.05 -0.73 -0.22 0.000
H -0.10783 0.93693 -0.75677 0.50 -0.45 -0.33 0.000
Si -0.57606 2.49745 2.38245 1.87 -1.68 -0.87 -0.002
H -3.23662 -4.12636 2.26611 -0.38 0.91 -0.27 0.000
N 2.41980 -0.18688 2.76551 0.86 0.14 0.13 0.008
H -6.06844 1.20091 -5.01615 -0.16 -0.25 0.31 0.000
```
Forces are in eV/Å.

E_LUMO (alpha / beta), eV: -2.5 / -2.0
Calculated total energy, a.u.: -7986.952138
Relative energy (zero: lowest compared OMol25 entry of this formula, charge and spin), kJ/mol: 55.5
Spin multiplicity: 3
<S²>: 2.01
Frontier orbital gap (alpha / beta), Eh: 0.256 / 0.276
F_max, eV/Å: 4.1
Charge: +1